Entry 1:
{"formula": "C5H9N3O", "method": "ωB97M-V/def2-TZVPD", "gap_ev": [8.22, 7.89], "homo_ev": [-7.7, -7.9], "e_above_lowest_kj_mol": 657.34, "species": ["C", "N", "C", "C", "N", "C", "C", "N", "O", "H", "H", "H", "H", "H", "H", "H", "H", "H"], "xyz": [[-0.262, 1.357, 0.546], [-0.219, 0.212, -0.327], [-0.168, -1.001, -0.230], [2.240, -0.200, -0.114], [2.805, -1.273, -0.697], [-2.515, -0.483, -0.450], [-3.331, 0.259, 0.252], [2.677, 0.856, 0.372], [-0.068, -2.157, -0.371], [3.816, -1.375, -0.730], [2.253, -2.096, -0.873], [3.687, 1.014, 0.454], [-2.728, -1.219, -1.217], [-0.690, 1.100, 1.514], [0.771, 1.704, 0.677], [-0.859, 2.127, 0.063], [-2.991, 0.991, 0.983], [-4.418, 0.187, 0.149]], "forces_ev_per_a": [[0.174, 0.055, 0.027], [0.061, -1.118, 0.160], [0.153, 1.344, -0.415], [1.219, 0.060, 0.191], [0.091, -0.139, -0.094], [-1.165, -0.136, -0.071], [-0.076, 0.107, 0.103], [0.030, -0.063, -0.011], [-0.043, -0.064, 0.175], [-0.215, 0.072, 0.025], [-0.009, 0.065, 0.037], [-0.143, -0.113, -0.089], [0.093, -0.001, 0.020], [-0.016, 0.027, -0.024], [-0.284, 0.022, 0.031], [-0.021, 0.000, 0.042], [0.027, -0.086, -0.049], [0.125, -0.030, -0.057]]}

Entry 2:
{"formula": "C5H9N3O", "method": "ωB97M-V/def2-TZVPD", "gap_ev": 8.38, "homo_ev": -8.0, "e_above_lowest_kj_mol": 449.82, "species": ["C", "C", "N", "C", "C", "C", "N", "N", "O", "H", "H", "H", "H", "H", "H", "H", "H", "H"], "xyz": [[-1.641, -1.279, 1.117], [2.501, 0.244, -0.883], [-1.208, 0.076, 0.697], [0.306, 0.721, 0.307], [-1.178, 0.532, -0.716], [1.257, -0.318, -0.257], [0.788, 1.742, 0.901], [-1.894, -0.058, -1.562], [1.005, -1.501, -0.211], [-1.555, 0.797, 1.323], [0.109, 2.415, 1.242], [-1.663, 0.240, -2.510], [-1.116, -1.558, 2.031], [-2.718, -1.267, 1.282], [-1.387, -1.979, 0.333], [2.229, 0.912, -1.703], [3.129, -0.569, -1.239], [3.036, 0.850, -0.149]], "forces_ev_per_a": [[0.028, 0.158, -0.038], [0.026, -0.002, 0.121], [0.079, -0.307, 0.212], [-0.595, 0.426, -0.974], [0.678, -0.187, 0.572], [-0.060, -0.438, -0.039], [-0.111, -0.202, 0.234], [0.108, 0.144, 0.127], [0.028, 0.369, 0.056], [-0.003, 0.011, -0.120], [0.041, -0.008, -0.115], [-0.011, 0.021, 0.089], [-0.058, 0.082, -0.040], [0.040, -0.067, -0.009], [-0.039, 0.008, -0.073], [-0.013, -0.023, 0.028], [-0.072, 0.012, -0.019], [-0.067, 0.003, -0.011]]}

Entry 3:
{"formula": "C5H9N3O", "method": "ωB97M-V/def2-TZVPD", "gap_ev": 9.87, "homo_ev": -9.3, "e_above_lowest_kj_mol": 498.39, "species": ["C", "C", "C", "C", "C", "H", "H", "H", "H", "H", "H", "H", "H", "H", "N", "N", "N", "O"], "xyz": [[1.498, -0.850, -1.891], [0.102, 1.067, -1.059], [-0.367, 1.990, 1.191], [-0.591, -0.358, 1.168], [-1.632, -1.160, 0.623], [1.092, -1.854, -2.499], [2.312, -0.923, -2.695], [1.966, -1.116, -0.849], [0.115, 2.137, -1.364], [-0.779, 1.593, 2.303], [-1.649, -2.067, 1.351], [-1.154, -1.644, -0.357], [-2.490, -0.490, 0.346], [1.074, 0.002, 2.121], [0.611, 0.322, -1.909], [-0.158, 0.929, 0.452], [0.060, -0.713, 2.142], [-0.009, 3.135, 0.927]], "forces_ev_per_a": [[-0.168, -3.309, -0.630], [0.743, 1.322, 1.665], [0.325, 2.757, 3.716], [1.812, 2.736, -2.616], [-0.276, -2.426, -2.003], [-0.336, 2.203, 2.438], [-0.548, 1.921, 1.314], [-1.092, 0.327, -1.978], [-1.280, -0.588, 0.608], [0.652, 1.621, -2.521], [-1.110, 1.676, -1.267], [-1.251, 1.147, 1.682], [0.262, -1.436, 0.405], [-3.891, -2.633, 0.648], [1.955, -1.570, -0.864], [-0.496, -4.118, -3.086], [5.686, 1.763, 2.141], [-0.986, -1.393, 0.346]]}

Entry 4:
{"formula": "C5H9N3O2", "method": "ωB97M-V/def2-TZVPD", "gap_ev": 8.10, "homo_ev": -8.5, "e_above_lowest_kj_mol": 744.48, "species": ["C", "C", "C", "C", "C", "H", "H", "H", "H", "H", "H", "H", "H", "H", "N", "N", "N", "O", "O"], "xyz": [[-0.153, 1.980, -0.262], [-1.780, 0.144, -0.295], [-1.639, -1.461, -0.366], [0.235, -0.658, 0.475], [1.682, -0.573, 1.000], [-0.993, 2.286, -1.150], [-0.146, 2.492, 0.664], [0.954, 2.442, -0.489], [-2.470, 0.462, -1.227], [-2.326, 0.324, 0.670], [-2.007, -2.018, -1.332], [-2.457, -1.780, 0.393], [1.889, 0.407, 1.670], [2.073, -1.343, 1.877], [-0.420, 0.477, -0.146], [-0.394, -1.698, 0.299], [2.424, -0.503, -0.378], [3.336, 0.370, -0.173], [2.193, -1.351, -1.229]], "forces_ev_per_a": [[0.813, -0.329, -2.828], [-2.605, -2.478, -1.141], [-3.916, 0.436, 1.304], [0.692, 3.089, -0.060], [-1.214, 0.942, 2.477], [2.708, -0.218, 2.911], [-1.667, 0.522, 1.272], [-2.230, -2.177, -0.689], [2.144, 0.022, 1.997], [0.030, 0.369, -0.907], [1.780, 1.056, 1.516], [1.219, -0.002, -1.320], [-0.540, -1.790, -2.454], [-1.129, 1.007, -3.341], [2.271, 2.735, -0.393], [-0.352, -3.710, -0.120], [2.387, 0.175, 3.902], [-1.484, -2.215, -3.094], [1.094, 2.565, 0.967]]}

Entry 5:
{"formula": "C5H9N3O2", "method": "ωB97M-V/def2-TZVPD", "gap_ev": 10.08, "homo_ev": -9.2, "e_above_lowest_kj_mol": 89.85, "species": ["O", "C", "H", "O", "H", "N", "C", "C", "N", "N", "C", "C", "H", "H", "H", "H", "H", "H", "H"], "xyz": [[2.497, -0.345, 1.830], [2.439, 0.635, 1.102], [1.662, 1.412, 1.220], [3.538, 1.186, 0.552], [4.269, 0.553, 0.610], [1.269, -0.161, -1.006], [0.158, -1.089, -0.832], [-1.088, -0.393, -0.369], [-1.222, 0.925, -0.483], [-2.427, 1.205, 0.022], [-3.075, 0.110, 0.469], [-2.242, -0.965, 0.219], [0.986, 0.662, -1.533], [-0.067, -1.643, -1.760], [0.450, -1.830, -0.074], [-2.731, 2.168, 0.090], [-4.049, 0.183, 0.946], [-2.404, -2.003, 0.495], [2.037, -0.609, -1.499]], "forces_ev_per_a": [[-0.340, 0.601, -1.555], [0.624, 0.083, 3.146], [-0.068, -0.557, -0.776], [-0.154, -0.078, -0.871], [-0.120, -0.093, 0.150], [0.092, 0.163, -0.208], [0.040, -0.190, -0.112], [-0.185, 0.316, 0.094], [0.349, -0.234, -0.138], [-0.237, 0.145, 0.152], [0.019, -0.334, 0.035], [-0.104, 0.158, 0.284], [-0.023, -0.181, 0.068], [-0.044, 0.061, 0.229], [-0.084, 0.118, -0.127], [0.137, -0.327, -0.086], [0.280, -0.067, -0.183], [-0.007, 0.322, -0.167], [-0.175, 0.095, 0.061]]}

Entry 6:
{"formula": "C5H9N3O2S", "method": "ωB97M-V/def2-TZVPD", "gap_ev": [8.35, 8.35], "homo_ev": [-9.6, -9.6], "e_above_lowest_kj_mol": 439.36, "species": ["C", "C", "C", "C", "C", "N", "N", "N", "O", "O", "S", "H", "H", "H", "H", "H", "H", "H", "H", "H"], "xyz": [[-0.742, -1.741, -0.941], [-0.182, -0.690, -0.359], [-1.217, 0.228, 0.103], [-1.048, 1.395, -0.853], [-1.045, 0.587, 1.584], [-2.130, -1.597, -0.799], [-2.398, -0.591, -0.109], [2.913, -1.022, 0.502], [2.719, 0.581, -1.553], [1.982, 1.346, 0.638], [2.126, 0.257, -0.298], [-0.405, -2.616, -1.299], [-0.317, 1.193, -1.790], [-0.666, 2.191, -0.240], [-2.024, 1.612, -1.327], [-1.818, 1.317, 1.965], [-0.082, 1.056, 1.595], [-1.021, -0.325, 2.136], [3.043, -1.790, -0.271], [2.312, -1.390, 1.315]], "forces_ev_per_a": [[-0.096, 2.298, 1.132], [3.910, 0.371, -0.302], [0.787, -0.806, 0.896], [-0.099, 0.188, -2.789], [-0.939, 1.237, -0.818], [-0.917, -0.586, 1.010], [-1.283, 1.029, -1.087], [-0.791, -1.498, -1.592], [-0.006, -1.112, -0.247], [-0.112, -0.904, -0.162], [-2.652, -0.428, 1.821], [1.393, -2.579, -1.604], [-1.555, 0.399, 2.396], [0.109, 0.731, -0.292], [0.491, 0.352, 0.473], [0.694, -0.991, -0.487], [0.505, 0.338, 0.587], [-0.154, -0.503, 0.733], [-0.308, 1.643, 2.113], [1.024, 0.819, -1.779]]}

Entry 7:
{"formula": "C5H9N3O2S", "method": "ωB97M-V/def2-TZVPD", "gap_ev": [7.13, 7.13], "homo_ev": [-8.1, -8.1], "e_above_lowest_kj_mol": 670.29, "species": ["C", "C", "C", "C", "C", "N", "N", "N", "O", "O", "S", "H", "H", "H", "H", "H", "H", "H", "H", "H"], "xyz": [[-1.367, 1.188, -0.660], [-0.823, 0.332, -1.531], [1.141, 0.596, 0.171], [0.717, 1.795, 2.183], [-1.601, -2.147, -1.805], [-0.866, 1.681, 0.481], [0.265, 1.134, 0.909], [2.232, 0.055, 0.682], [1.023, -1.745, -1.613], [-0.310, -1.416, 0.435], [-0.194, -1.293, -1.012], [-2.108, 1.859, -1.158], [0.944, 0.897, 2.660], [1.672, 2.231, 2.042], [0.100, 2.585, 2.585], [-1.548, -3.140, -1.826], [-2.368, -1.943, -1.081], [-1.701, -1.801, -2.818], [2.806, -0.332, -0.052], [1.987, -0.534, 1.409]], "forces_ev_per_a": [[-0.268, 2.632, 1.264], [3.556, -2.569, -1.091], [0.494, -0.900, -3.564], [0.395, -0.603, -1.278], [0.605, 3.393, 1.052], [-1.888, -0.395, -0.836], [-1.644, 4.305, 1.830], [0.248, 0.918, -1.811], [0.560, 0.167, -0.472], [-0.213, -1.045, 0.053], [-2.167, 0.734, -0.269], [0.003, -0.494, 1.096], [-0.141, -0.786, 2.620], [1.009, 0.534, -0.652], [-0.806, -0.735, 0.057], [0.986, -4.271, 0.101], [-0.907, 0.576, -0.266], [-0.333, 0.538, -0.093], [0.228, -0.295, 0.285], [0.283, -1.703, 1.973]]}